--- 1 ---
DFT (ωB97M-V/def2-TZVPD) results for an isolated ion of composition C5H12N3 and charge +1.

Results
Multiplicity: 3
Frontier orbital gap (alpha / beta), eV: 7.20 / 5.52
Net charge: +1

Structure (XYZ):
```
20
C5H12N3 (ωB97M-V/def2-TZVPD)
C 1.17654 1.09260 -1.35304
C 0.41964 -0.49995 1.77456
C 0.13806 0.62913 -0.39898
C -0.54631 -0.78147 -0.25176
C -1.78401 -1.16087 -0.93687
N 2.14294 1.67458 -0.79712
N -0.84088 -0.77974 1.14121
N 0.77739 0.71951 0.98355
H 0.89956 1.01437 -2.33602
H 0.19595 -0.32616 2.83486
H 1.11692 -1.29283 1.25595
H -0.71274 1.36921 -0.55467
H 0.30781 -1.50978 -0.44517
H -1.91994 -2.20196 -1.11872
H -2.07955 -0.57419 -1.77187
H -2.67316 -1.10753 -0.19643
H 2.78358 2.17760 -1.27684
H -1.78500 -1.10643 1.36491
H 0.60324 1.56476 1.48830
H 1.77997 1.09917 0.59415
```

Results of the Mulliken charge analysis, in e, for atoms 1 through 4: -0.52 -0.51 -0.17 0.70



--- 2 ---
DFT (ωB97M-V/def2-TZVPD) results for an isolated ion of composition C5H12N3 and charge +1.

Results
Multiplicity: 3
Frontier orbital gap (alpha / beta), eV: 7.34 / 9.83
Net charge: +1

Structure (XYZ):
```
20
C5H12N3 (ωB97M-V/def2-TZVPD)
C 1.79776 1.11298 -0.23844
C 0.29496 -0.75149 -0.01649
C -0.27465 -1.67130 0.93321
C -0.31393 -0.98855 -1.35542
C -0.67098 1.59071 0.08622
N 2.48700 -0.18404 -0.41031
N 1.81792 -1.14758 -0.30837
N 0.46810 0.73949 0.36245
H 2.31886 1.86828 0.29058
H 1.70800 1.43004 -1.34290
H 0.11194 -1.43769 1.91947
H 0.05214 -2.68108 0.73891
H -1.36632 -1.59960 0.90895
H 0.06360 -0.45299 -2.21390
H -1.35420 -0.68375 -1.45565
H -0.57779 -2.07938 -1.58464
H -1.57356 0.96317 0.11244
H -0.78031 2.48037 0.74397
H -0.46599 1.86493 -0.99340
H 0.73114 0.93492 1.27627
```

Results of the Mulliken charge analysis, in e, for atoms 1 through 4: -0.45 0.82 -1.52 -1.31



So which one wins? Going from most stable to least: 2, 1.



--- 1 ---
DFT (ωB97M-V/def2-TZVPD) results for a 2-piece molecular cluster, C3H4NO2S overall.

Results
Frontier orbital gap, eV: 10.01
Net charge: +1

Structure (XYZ):
```
11
C3H4NO2S (ωB97M-V/def2-TZVPD)
C 0.20730 1.51418 -0.13984
C -2.65773 -0.85501 -0.01630
C 1.31702 0.80051 0.02463
N 1.30657 -0.59367 0.11555
O -0.56942 2.35709 -0.06201
O -1.49900 -0.82160 0.04197
S -4.14938 -0.69898 0.02265
H 2.17927 1.31371 -0.40345
H 1.54745 -1.05072 1.16500
H 1.91802 -0.95319 -0.66340
H 0.39988 -1.01231 -0.08481
```

Results of the Mulliken charge analysis, in e, for atoms 1 through 4: 0.72 0.78 -0.70 -0.26



--- 2 ---
DFT (ωB97M-V/def2-TZVPD) results for C3H4NO2S as an isolated structure.

Results
Frontier orbital gap, eV: 9.21
Net charge: +1

Structure (XYZ):
```
11
C3H4NO2S (ωB97M-V/def2-TZVPD)
C 3.43618 1.14854 -0.45853
C -2.10497 -0.06088 -0.71060
C -2.87949 -0.24846 0.17007
N 2.41947 0.67611 -0.39560
O 0.45287 -1.04302 1.01608
O 0.64991 -1.05173 -1.45760
S 0.35915 -0.22145 -0.33518
H 4.30058 1.75799 -0.81706
H -1.62519 0.13845 -1.57971
H 0.46095 -1.96542 0.82414
H -3.41627 -0.72956 0.89769
```

Results of the Mulliken charge analysis, in e, for atoms 1 through 4: -0.03 -0.65 -0.13 -0.21



So which one wins? Going from most stable to least: 1, 2.



--- 1 ---
DFT (ωB97M-V/def2-TZVPD) results for a 2-piece molecular cluster, C5H13S2 overall.

Results
Frontier orbital gap, eV: 6.01
Net charge: -1

Structure (XYZ):
```
20
C5H13S2 (ωB97M-V/def2-TZVPD)
C -2.64782 1.91411 -0.20804
S -3.18618 1.08689 -1.73366
C -1.63368 0.68659 -2.58709
H -1.87399 2.64058 -0.47745
H -2.20438 1.16436 0.47965
H -3.47882 2.46151 0.25391
H -1.88857 -0.09731 -3.25163
H -1.16919 1.55800 -3.14652
H -0.90892 0.32618 -1.83245
C 1.78944 -2.25773 0.60560
C 2.32398 -1.02305 1.39559
C 1.25549 0.03710 1.63794
S 0.46224 0.60984 0.13386
H 0.99282 -2.83740 1.08042
H 2.64878 -2.93575 0.40997
H 1.41357 -1.90427 -0.36529
H 2.79737 -1.39779 2.33676
H 3.10740 -0.53493 0.78966
H 1.73383 0.86311 2.18099
H 0.46663 -0.36004 2.29777
```

Results of the Mulliken charge analysis, in e, for atoms 1 through 4: -0.65 -0.15 -0.41 0.24



--- 2 ---
DFT (ωB97M-V/def2-TZVPD) results for a 2-piece molecular cluster, C5H13S2 overall.

Results
Frontier orbital gap, eV: 5.59
Net charge: -1

Structure (XYZ):
```
20
C5H13S2 (ωB97M-V/def2-TZVPD)
C 1.16490 4.15901 -0.96289
C 0.80480 3.33850 0.27900
S 1.02900 1.56824 0.12064
H 0.54991 3.85369 -1.80835
H 2.19737 3.90987 -1.22799
H 1.00879 5.21849 -0.75730
H -0.24455 3.54629 0.52156
H 1.40421 3.73265 1.11245
C 0.94959 -1.59227 -1.44345
C 0.09125 -1.56913 -0.18835
C -0.72024 -2.83868 0.08340
S -2.22769 -2.47700 1.07375
H 1.27775 -0.57592 -1.65300
H 0.36093 -1.98957 -2.27601
H 1.85023 -2.21516 -1.33911
H 0.67587 -1.22388 0.66205
H -0.66359 -0.79809 -0.37246
H -0.09265 -3.56611 0.60048
H -1.06674 -3.26091 -0.86155
H -1.55507 -1.67772 1.94015
```

Results of the Mulliken charge analysis, in e, for atoms 1 through 4: -1.01 -0.46 -0.65 0.25



So which one wins? Going from most stable to least: 2, 1.



--- 1 ---
DFT (ωB97M-V/def2-TZVPD) results for a 2-piece molecular cluster, C7H11NO2 overall.

Results
Frontier orbital gap, eV: 9.69
SMILES: C[C@@H]1C(=O)[C@H]1C.CN=C=O

Structure (XYZ):
```
21
C7H11NO2 (ωB97M-V/def2-TZVPD)
C -1.38166 -0.40120 1.60568
C -0.89875 -0.19245 0.15635
C -0.46950 1.08886 -0.34386
O 0.26737 2.05559 -0.27649
C -1.70920 0.46944 -0.91159
C -1.77664 -0.16068 -2.22142
H -0.76844 -1.16711 2.15060
H -2.49562 -0.77200 1.72997
H -1.29325 0.50865 2.10972
H -0.23161 -1.01346 -0.32511
H -2.63090 0.94865 -0.59551
H -2.25161 -1.16669 -2.18645
H -0.75600 -0.23810 -2.64610
H -2.40713 0.43828 -2.93271
C 2.88927 0.27401 1.48466
N 2.36722 -0.44222 0.45135
C 2.33945 -0.81237 -0.67159
O 2.31736 -1.17552 -1.76421
H 2.04216 0.88556 1.83526
H 3.52748 0.97614 1.00464
H 3.32000 -0.10342 2.34680
```

Results of the Mulliken charge analysis, in e, for atoms 1 through 4: -1.45 0.49 0.16 -0.59



--- 2 ---
DFT (ωB97M-V/def2-TZVPD) results for a 2-piece molecular cluster, C7H11NO2 overall.

Results
Frontier orbital gap, eV: 8.76
SMILES: C=CC(=C)[N+](=O)[O-].C=CC

Structure (XYZ):
```
21
C7H11NO2 (ωB97M-V/def2-TZVPD)
C 0.69194 2.70663 -0.27193
C -0.27282 1.95010 0.19183
C -0.14910 1.02839 1.30120
C 0.94224 0.44567 1.76077
N -1.49023 0.61824 1.70436
O -1.54312 -0.27574 2.53565
O -2.54148 1.15731 1.34725
H 0.62532 3.14890 -1.27086
H 1.74594 2.77969 0.08456
H -1.26546 2.00987 -0.20926
H 1.88607 0.81438 1.39841
H 0.74417 -0.18698 2.57239
C -1.38192 -1.23203 -0.83717
C -0.11812 -1.13425 -1.22223
C 0.84237 -2.10301 -0.68123
H -2.15009 -0.47902 -0.94519
H -1.68927 -2.00219 -0.09839
H 0.28760 -0.44160 -1.89667
H 0.67896 -2.16834 0.45937
H 1.89182 -1.96837 -0.96499
H 0.63831 -3.05833 -1.05708
```

Results of the Mulliken charge analysis, in e, for atoms 1 through 4: -0.89 -0.02 0.57 -1.10



So which one wins? Going from most stable to least: 1, 2.



--- 1 ---
DFT (ωB97M-V/def2-TZVPD) results for one molecule with the formula C3H8N2S.

Results
Frontier orbital gap, eV: 9.85
SMILES: [H]/N=C/N(C)SC

Structure (XYZ):
```
14
C3H8N2S (ωB97M-V/def2-TZVPD)
H 2.72061 -1.63620 -0.33628
N 2.38706 -0.73486 -0.06348
C 1.17726 -0.79249 -0.46534
N 0.16875 0.18646 -0.21816
C 0.63369 1.59528 -0.08752
S -1.35501 -0.05364 -0.96092
C -2.17321 -0.60028 0.52523
H 0.92431 -1.73537 -0.91817
H -0.07299 2.23633 0.43384
H 0.92254 1.99910 -1.11570
H 1.55360 1.65685 0.62618
H -2.27908 0.31159 1.18910
H -1.43719 -1.28491 1.09571
H -3.17037 -1.14785 0.29551
```

Results of the Mulliken charge analysis, in e, for atoms 1 through 4: 0.27 -0.64 0.02 -0.06



--- 2 ---
DFT (ωB97M-V/def2-TZVPD) results for C3H8N2S as an isolated structure.

Results
Frontier orbital gap, eV: 8.28

Structure (XYZ):
```
14
C3H8N2S (ωB97M-V/def2-TZVPD)
C 1.16217 0.67864 0.96921
C 1.37340 0.01705 -0.48933
C -2.11950 -1.01137 0.07143
N -0.11123 1.25738 1.02773
N 0.12637 0.13273 -1.27967
S -1.02319 0.98939 -0.17584
H 1.23855 -0.18221 1.69981
H 1.84224 1.43208 1.28948
H 2.13467 0.52412 -0.91542
H 1.71127 -0.99786 -0.47591
H -2.07549 -1.29602 1.07956
H -1.66358 -1.53907 -0.63780
H -3.04329 -0.70090 -0.11433
H 0.44760 0.69605 -2.04891
```

Results of the Mulliken charge analysis, in e, for atoms 1 through 4: -0.31 -0.57 -1.06 -0.37



So which one wins? Going from most stable to least: 1, 2.



--- 1 ---
DFT (ωB97M-V/def2-TZVPD) results for one molecule with the formula C3H8N2S.

Results
Frontier orbital gap, eV: 9.61
SMILES: [H]/N=C(\N)CCS

Structure (XYZ):
```
14
C3H8N2S (ωB97M-V/def2-TZVPD)
H 1.49663 2.29757 -0.18278
N 0.85609 1.78494 0.44241
C 0.92736 0.53103 0.19379
N 1.68723 -0.11959 -0.83200
C -0.04144 -0.45057 0.83224
C -1.23386 -0.67596 -0.01715
S -2.16809 0.81261 -0.27068
H 2.11835 -0.98882 -0.54283
H 2.30939 0.42316 -1.36999
H 0.48050 -1.37724 1.01284
H -0.29426 -0.01779 1.81824
H -1.85161 -1.43885 0.44308
H -0.92896 -1.08344 -0.99848
H -3.35733 0.30294 -0.52869
```

Results of the Mulliken charge analysis, in e, for atoms 1 through 4: 0.22 -0.60 0.46 -0.44



--- 2 ---
DFT (ωB97M-V/def2-TZVPD) results for one molecule with the formula C3H8N2S.

Results
Frontier orbital gap, eV: 9.80
SMILES: C/C(CS)=N/N

Structure (XYZ):
```
14
C3H8N2S (ωB97M-V/def2-TZVPD)
C -1.56533 0.55533 0.84508
C -0.45412 0.03055 0.07803
C 0.72282 -0.50938 0.82640
S 2.14247 0.64188 0.85801
N -0.54133 0.20722 -1.20565
N 0.54231 -0.17143 -1.99860
H -1.24919 1.16625 1.68992
H -2.08989 -0.28595 1.37296
H -2.26274 1.10931 0.17982
H 0.44554 -0.56914 1.82854
H 1.02881 -1.51806 0.53801
H 2.23793 0.71504 -0.48086
H 0.06043 -0.36268 -2.87614
H 0.98228 -1.00895 -1.65552
```

Results of the Mulliken charge analysis, in e, for atoms 1 through 4: -1.11 0.90 -1.03 -0.20



So which one wins? Going from most stable to least: 1, 2.